{"formula": "H4OP2S", "method": "ωB97M-V/def2-TZVPD", "elements": ["O", "P", "P", "S", "H", "H", "H", "H"], "coordinates": [[-0.40, -1.64, -1.29], [-0.93, -1.07, -0.11], [0.46, -1.14, 1.62], [-2.46, 0.16, -0.05], [0.56, 0.30, 2.02], [1.43, -0.93, 0.61], [0.91, 1.96, -1.59], [0.42, 2.36, -1.22]], "molar_mass_g_mol": 114.05, "multiplicity": 1, "e_homo_ev": -9.7221, "smiles": "O=P(P)=S.[H][H]", "homo_lumo_gap_ev": 8.6}

---

{"formula": "C19H19ClFeN5O5S2", "method": "ωB97M-V/def2-TZVPD", "elements": ["Fe", "O", "N", "C", "C", "C", "C", "C", "S", "H", "H", "H", "H", "N", "N", "C", "O", "O", "H", "H", "H", "C", "C", "C", "C", "N", "C", "S", "N", "C", "H", "H", "H", "H", "H", "H", "H", "H", "Cl", "C", "C", "C", "C", "C", "C", "C", "O", "O", "H", "H", "H", "H"], "coordinates": [[0.73, 0.98, 0.61], [0.45, -0.45, 2.11], [-0.09, -0.09, 3.26], [-0.55, -1.09, 4.05], [-1.13, -0.86, 5.27], [-1.24, 0.47, 5.70], [-0.78, 1.48, 4.89], [-0.19, 1.23, 3.63], [0.34, 2.48, 2.61], [-0.43, -2.07, 3.60], [-1.49, -1.69, 5.85], [-1.69, 0.70, 6.65], [-0.86, 2.51, 5.19], [1.12, 2.68, -0.80], [-0.10, 3.12, -1.33], [-1.31, 2.49, -1.01], [-2.29, 2.73, -1.72], [-1.25, 1.71, 0.01], [1.59, 3.42, -0.30], [1.74, 2.31, -1.51], [-0.10, 3.69, -2.16], [2.14, -3.39, -0.94], [2.68, -2.04, -1.25], [2.83, -1.54, -2.51], [3.16, -0.19, -2.63], [3.38, 0.61, -1.60], [3.25, 0.11, -0.36], [3.34, 1.04, 1.06], [2.97, -1.23, -0.22], [3.21, 0.46, -3.98], [2.58, -4.14, -1.61], [1.07, -3.35, -1.15], [2.32, -3.68, 0.09], [2.58, -2.14, -3.37], [2.76, -1.52, 0.73], [3.51, -0.25, -4.75], [3.89, 1.31, -3.97], [2.21, 0.81, -4.23], [-6.31, 0.35, -0.34], [-4.63, -0.02, -0.67], [-4.32, -0.62, -1.88], [-2.99, -0.95, -2.08], [-2.01, -0.68, -1.14], [-2.33, 0.01, 0.06], [-3.70, 0.25, 0.30], [-0.58, -1.00, -1.48], [-0.31, -1.81, -2.38], [0.35, -0.37, -0.83], [-5.08, -0.81, -2.62], [-2.67, -1.43, -3.00], [-1.75, -0.26, 0.93], [-4.00, 0.69, 1.24]], "molar_mass_g_mol": 552.82, "s_squared": 6.011, "multiplicity": 5, "total_charge": -1, "e_homo_ev": [-4.3987, -4.3297], "homo_lumo_gap_ev": [6.9, 6.8]}

---

{"formula": "C11H24CuNO3", "method": "ωB97M-V/def2-TZVPD", "elements": ["Cu", "C", "C", "C", "C", "C", "C", "N", "O", "C", "C", "C", "H", "H", "H", "H", "H", "H", "H", "H", "H", "H", "H", "H", "H", "H", "H", "H", "H", "H", "C", "O", "H", "H", "H", "C", "O", "H", "H", "H"], "coordinates": [[2.18, -0.16, -0.90], [-0.37, -2.64, 0.75], [-0.94, -1.27, 0.38], [-2.49, -1.35, 0.56], [-3.05, 0.04, 0.46], [-2.46, 0.87, 1.62], [-0.93, 1.02, 1.48], [-0.33, -0.26, 1.22], [1.05, -0.23, 1.13], [-0.47, 1.60, 2.83], [-0.75, 2.09, 0.41], [-0.67, -0.98, -1.13], [-0.55, -2.86, 1.81], [0.72, -2.61, 0.69], [-0.74, -3.48, 0.17], [-2.69, -1.78, 1.55], [-2.91, -2.13, -0.08], [-4.14, 0.05, 0.65], [-3.00, 0.49, -0.53], [-2.70, 0.29, 2.52], [-3.08, 1.76, 1.67], [-0.57, 0.92, 3.68], [-1.09, 2.44, 3.17], [0.54, 2.01, 2.76], [-1.15, 1.71, -0.54], [0.32, 2.22, 0.18], [-1.26, 3.05, 0.52], [-0.31, -1.89, -1.62], [-0.08, -0.11, -1.44], [-1.59, -0.72, -1.69], [2.10, -2.10, -3.30], [2.74, -2.10, -2.09], [1.11, -1.59, -3.28], [2.59, -1.55, -4.14], [1.99, -3.10, -3.78], [4.64, 2.52, -1.13], [4.14, 1.23, -0.96], [5.32, 2.76, -0.30], [5.11, 2.62, -2.13], [3.78, 3.22, -1.17]], "molar_mass_g_mol": 281.86, "multiplicity": 1, "total_charge": -2, "e_homo_ev": 0.3976, "homo_lumo_gap_ev": 4.8}

---

{"formula": "C15H23BBr39O2P", "method": "ωB97M-V/def2-TZVPD", "elements": ["C", "C", "O", "B", "O", "P", "H", "H", "H", "H", "H", "H", "H", "H", "H", "H", "C", "Br", "Br", "Br", "H", "C", "Br", "Br", "Br", "H", "C", "Br", "Br", "Br", "H", "C", "Br", "Br", "Br", "H", "C", "Br", "Br", "Br", "H", "C", "Br", "Br", "Br", "H", "C", "Br", "Br", "Br", "H", "C", "Br", "Br", "Br", "H", "C", "Br", "Br", "Br", "H", "C", "Br", "Br", "Br", "H", "C", "Br", "Br", "Br", "H", "C", "Br", "Br", "Br", "H", "C", "Br", "Br", "Br", "H"], "coordinates": [[1.81, 1.37, -2.16], [0.53, 2.28, -2.74], [-0.38, 2.46, -1.59], [-1.79, 2.56, -2.01], [-2.33, 3.95, -2.15], [-2.99, 1.10, -2.33], [2.31, 0.70, -2.98], [1.34, 0.73, -1.27], [2.59, 2.09, -1.64], [0.06, 1.72, -3.66], [1.00, 3.30, -3.13], [-2.32, 4.29, -1.18], [-2.23, 0.64, -3.47], [-2.78, 0.68, -0.96], [-4.10, 2.00, -2.58], [-3.85, -0.07, -2.52], [3.46, 3.81, 1.56], [1.87, 3.58, 0.46], [4.50, 2.17, 1.68], [4.54, 5.31, 0.95], [3.12, 4.05, 2.57], [-2.54, -2.16, 1.11], [-4.13, -2.40, 0.02], [-1.50, -3.80, 1.24], [-1.46, -0.66, 0.51], [-2.88, -1.92, 2.13], [2.38, 1.91, 4.91], [1.08, 1.26, 3.62], [2.27, 3.84, 5.13], [2.25, 0.98, 6.61], [3.37, 1.69, 4.50], [8.90, 6.12, -0.03], [7.52, 7.39, 0.49], [10.53, 6.36, 0.99], [8.26, 4.28, 0.05], [9.14, 6.33, -1.08], [0.78, -0.90, -5.97], [-0.63, -0.02, -6.99], [2.48, 0.03, -6.15], [0.29, -1.14, -4.11], [0.92, -1.90, -6.40], [4.03, 7.35, 6.43], [2.44, 7.12, 5.34], [5.07, 5.71, 6.56], [5.11, 8.85, 5.83], [3.69, 7.59, 7.44], [-6.78, -5.98, 0.84], [-4.89, -5.87, 1.29], [-7.75, -4.41, 1.43], [-7.05, -6.33, -1.06], [-7.19, -6.84, 1.38], [-3.35, -7.14, 5.28], [-3.01, -5.76, 3.96], [-4.39, -6.48, 6.78], [-4.15, -8.73, 4.48], [-2.37, -7.44, 5.68], [-6.73, 2.41, -0.95], [-8.10, 3.68, -0.43], [-5.09, 2.66, 0.07], [-7.37, 0.58, -0.87], [-6.48, 2.62, -2.00], [1.65, -3.65, -9.46], [0.85, -4.15, -7.76], [0.31, -3.05, -10.75], [3.06, -2.33, -9.23], [2.11, -4.55, -9.88], [5.21, 3.06, -3.75], [3.80, 3.94, -4.77], [6.91, 3.99, -3.93], [4.72, 2.82, -1.89], [5.34, 2.07, -4.18], [-8.42, -9.60, 4.09], [-7.78, -8.53, 2.60], [-8.18, -11.50, 3.78], [-7.63, -9.03, 5.78], [-9.50, -9.42, 4.17], [4.03, -1.45, 3.32], [3.15, -1.73, 1.61], [4.10, -3.08, 4.37], [5.79, -0.65, 3.10], [3.42, -0.73, 3.88]], "molar_mass_g_mol": 3393.39, "multiplicity": 1, "e_homo_ev": -7.4317, "homo_lumo_gap_ev": 7.0}

---

Number 1: largest force on an atom 5.4 eV Å⁻¹. Number 2: largest force on an atom 3.1 eV Å⁻¹. Number 3: largest force on an atom 2.7 eV Å⁻¹. Number 4: largest force on an atom 4.5 eV Å⁻¹.